Record 1
C6H12O | the ωB97M-V functional and the def2-TZVPD basis

Bonds (Å) are listed after each position.
Cartesian coordinates (Å):
1 C 2.09 -0.47 0.08  C2 1.334, H8 1.085, H9 1.085
2 C 1.25 0.43 0.59  C1 1.334, O3 1.375, C4 1.496
3 O 1.12 0.68 1.94  C2 1.375, H10 0.963
4 C 0.31 1.27 -0.21  C2 1.496, C5 1.538, H11 1.097, H12 1.094
5 C -1.17 0.95 0.07  C4 1.538, C6 1.535, H13 1.096, H14 1.095
6 C -1.56 -0.54 0.11  C5 1.535, C7 1.539, H15 1.098, H16 1.096
7 C -0.84 -1.37 -0.96  C6 1.539, H17 1.105, H18 1.096, H19 1.088
8 H 2.17 -0.58 -1.00  C1 1.085
9 H 2.71 -1.12 0.69  C1 1.085
10 H 2.00 0.72 2.33  O3 0.963
11 H 0.49 2.32 0.02  C4 1.097
12 H 0.53 1.13 -1.27  C4 1.094
13 H -1.48 1.45 1.00  C5 1.096
14 H -1.74 1.39 -0.76  C5 1.095
15 H -2.65 -0.57 -0.03  C6 1.098
16 H -1.38 -0.97 1.10  C6 1.096
17 H -0.17 -2.12 -0.49  C7 1.105
18 H -1.53 -1.81 -1.68  C7 1.096
19 H -0.13 -0.78 -1.53  C7 1.088

Output
Energy above the lowest of the compared OMol25 structures with the same formula, charge and spin   1.0785 eV
SMILES string   C=C(O)CCCC
Frontier orbital gap   9.858 eV
HOMO energy   -8.999 eV
DFT total energy   -311.01964 a.u.

Results of the Löwdin charge analysis, in e, for atoms 1 through 5: C 0.047; C -0.429; O 0.029; C -0.164; C -0.205

---

Record 2
C6H12O2 | the ωB97M-V functional and the def2-TZVPD basis

Bonds (Å) are listed after each position.
Cartesian coordinates (Å):
1 C 0.46 0.00 2.94  C2 1.331, H8 1.129, H9 1.087
2 C -0.16 -0.01 1.76  C1 1.331, C3 1.530, C4 1.477
3 C -1.65 -0.37 1.78  C2 1.530, H10 1.084, H11 1.099, H12 1.079
4 C 0.52 0.24 0.48  C2 1.477, C5 1.332, H13 1.081
5 C -0.11 1.11 -0.32  C4 1.332, C6 1.540, H14 1.086
6 C 0.39 1.35 -1.76  C5 1.540, O7 1.411, H15 1.094, H16 1.103
7 O -0.01 0.36 -2.67  C6 1.411, H17 0.960
8 H -0.11 -0.07 3.92  C1 1.129
9 H 1.49 0.30 3.09  C1 1.087
10 H -2.04 -0.77 0.84  C3 1.084
11 H -2.40 0.33 2.16  C3 1.099
12 H -1.70 -1.15 2.52  C3 1.079
13 H 1.20 -0.54 0.19  C4 1.081
14 H -0.82 1.82 0.09  C5 1.086
15 H 1.47 1.44 -1.70  C6 1.094
16 H -0.01 2.36 -1.97  C6 1.103
17 H -0.73 0.71 -3.20  O7 0.960
18 O 0.63 -2.10 -1.27  H19 0.962, H20 0.960
19 H 0.72 -2.84 -1.88  O18 0.962
20 H 0.97 -1.32 -1.72  O18 0.960

Output
Energy above the lowest of the compared OMol25 structures with the same formula, charge and spin   3.0295 eV
SMILES string   C=C(C)/C=C/CO.O
Frontier orbital gap   9.467 eV
HOMO energy   -8.786 eV
DFT total energy   -386.20883 a.u.

Results of the Löwdin charge analysis, in e, for atoms 1 through 5: C 0.024; C -0.360; C -0.070; C -0.080; C -0.070

---

Question: What is the energy above the lowest of the compared OMol25 structures with the same formula, charge and spin in the first record?
Answer: 1.0785 eV